{"formula": "C55H40I2MnN6OS", "method": "ωB97M-V/def2-TZVPD", "species": ["Mn", "I", "C", "C", "C", "I", "C", "C", "C", "C", "N", "C", "C", "O", "H", "H", "H", "H", "N", "C", "C", "C", "C", "C", "C", "C", "C", "C", "C", "C", "C", "N", "C", "C", "C", "C", "N", "H", "H", "H", "H", "H", "H", "H", "H", "H", "H", "C", "C", "C", "C", "C", "C", "C", "C", "S", "C", "N", "C", "C", "C", "C", "C", "C", "C", "C", "H", "H", "H", "H", "H", "H", "H", "H", "H", "H", "H", "H", "H", "H", "H", "H", "N", "C", "C", "C", "C", "C", "C", "C", "C", "C", "C", "C", "C", "C", "H", "H", "H", "H", "H", "H", "H", "H", "H", "H"], "positions_angstrom": [[-0.234189, -0.004064, 0.780156], [-5.482416, 0.372939, 0.542766], [-4.191327, 0.358925, 2.175724], [-4.709339, 0.471563, 3.466569], [-3.894012, 0.388502, 4.565969], [-4.766436, 0.551885, 6.467690], [-2.498943, 0.182175, 4.419339], [-1.573755, -0.010770, 5.471092], [-0.262164, -0.278618, 5.181764], [0.159944, -0.301528, 3.844080], [-0.667527, -0.070965, 2.843585], [-1.985089, 0.125125, 3.109371], [-2.822403, 0.188763, 1.924617], [-2.285364, 0.048563, 0.781641], [-5.774024, 0.612826, 3.593823], [-1.914839, 0.037305, 6.497290], [0.464767, -0.442460, 5.965009], [1.195395, -0.488008, 3.593045], [7.215522, -6.948899, -0.157844], [6.390608, -6.164045, 0.027420], [5.365930, -5.185197, 0.257531], [4.939375, -4.915020, 1.559335], [3.964081, -3.960811, 1.774642], [3.395976, -3.258138, 0.709166], [3.820275, -3.551649, -0.587626], [4.798958, -4.500020, -0.819178], [2.356998, -2.226735, 0.960898], [2.702966, -0.930968, 0.757030], [3.947638, -0.435848, 0.176152], [3.887263, 0.891937, 0.035383], [2.619053, 1.382959, 0.575869], [1.845896, 0.201940, 1.016731], [1.039549, -2.746980, 1.254714], [0.700772, -4.067568, 1.581590], [-0.699391, -4.117055, 1.590623], [-1.130544, -2.836124, 1.254165], [-0.086392, -2.006114, 1.056072], [5.379265, -5.450599, 2.391164], [3.626058, -3.744268, 2.779748], [3.371876, -3.019528, -1.418204], [5.127357, -4.714960, -1.827997], [4.774494, -1.060629, -0.123015], [4.634691, 1.522998, -0.418554], [2.059337, 2.163094, 0.073133], [1.379677, -4.884955, 1.764088], [-1.323843, -4.971495, 1.796678], [-2.142849, -2.473738, 1.148122], [-3.511632, 1.675254, -3.082466], [-3.674534, 3.137099, -2.662778], [-5.168692, 3.427355, -2.460572], [-3.140344, 4.030425, -3.791648], [-2.897273, 3.446872, -1.382603], [-3.069514, 4.695875, -0.762202], [-2.356957, 5.052156, 0.369792], [-1.434032, 4.150994, 0.879785], [-0.338382, 4.329709, 2.217013], [0.294956, 2.699372, 1.898125], [-0.321807, 2.088611, 0.901552], [-1.258630, 2.897887, 0.289511], [-2.000482, 2.544284, -0.838535], [1.382954, 2.196693, 2.653991], [1.596405, 2.680984, 3.955968], [2.610462, 2.263488, 4.773263], [3.504510, 1.278090, 4.258170], [3.402260, 0.787393, 3.002490], [2.364626, 1.242458, 2.060434], [-4.131465, 1.472330, -3.958292], [-3.810226, 0.994574, -2.287692], [-2.478408, 1.439525, -3.346342], [-5.733210, 3.093145, -3.333900], [-5.362565, 4.492313, -2.327093], [-5.546177, 2.901200, -1.585803], [-3.674331, 3.825754, -4.722976], [-2.079495, 3.839751, -3.956402], [-3.261852, 5.087648, -3.552266], [-3.772494, 5.407350, -1.175901], [-2.502069, 6.019563, 0.832977], [-1.838874, 1.558882, -1.251335], [0.874041, 3.389585, 4.347896], [2.704443, 2.630865, 5.784931], [4.289440, 0.889570, 4.899764], [4.081481, 0.015278, 2.671937], [0.006242, -0.114372, -1.028609], [0.042315, -0.483100, -2.224903], [-1.117566, -1.155044, -2.910347], [-2.154458, -1.650233, -2.116529], [-3.279371, -2.214717, -2.688406], [-3.403959, -2.292136, -4.071663], [-2.387540, -1.791920, -4.872739], [-1.255100, -1.231244, -4.296883], [1.313088, -0.290577, -3.019551], [1.955057, 0.945972, -2.995384], [3.181139, 1.129263, -3.612194], [3.807911, 0.068286, -4.254091], [3.188547, -1.173939, -4.272988], [1.949499, -1.346214, -3.672205], [-2.052795, -1.559636, -1.041149], [-4.069817, -2.590317, -2.050133], [-4.288561, -2.729572, -4.518814], [-2.477211, -1.832596, -5.952155], [-0.477140, -0.829606, -4.933112], [1.476985, 1.753137, -2.454620], [3.660027, 2.100658, -3.579686], [4.774047, 0.205188, -4.724080], [3.675038, -2.013931, -4.755447], [1.472636, -2.319447, -3.684427]], "atomic_forces_ev_per_a": [[0.28, 0.32, 0.58], [0.00, 0.02, -0.07], [0.01, 0.01, -0.08], [0.02, -0.01, 0.08], [-0.09, 0.03, 0.05], [0.00, 0.00, -0.03], [0.08, -0.04, 0.14], [0.11, -0.01, -0.07], [-0.18, 0.07, -0.01], [-0.23, 0.10, -0.25], [0.05, -0.03, 0.37], [0.21, -0.07, -0.08], [0.15, -0.04, -0.23], [-0.30, 0.03, 0.27], [-0.01, 0.00, 0.00], [-0.01, -0.01, 0.00], [0.00, -0.01, 0.01], [0.01, 0.00, -0.03], [-0.20, 0.20, 0.05], [0.22, -0.22, -0.06], [-0.04, 0.04, -0.01], [0.06, -0.05, -0.08], [-0.05, 0.08, -0.05], [0.16, -0.08, 0.10], [-0.09, 0.03, -0.02], [0.05, -0.05, 0.10], [0.06, 0.38, -0.17], [-0.12, -0.13, 0.14], [-0.03, 0.07, -0.05], [0.05, -0.16, -0.14], [-0.17, 0.05, 0.28], [-0.23, -0.49, 0.07], [0.06, 0.02, -0.07], [-0.04, -0.06, -0.01], [0.00, -0.01, -0.01], [-0.01, 0.04, 0.08], [-0.19, -0.17, -0.07], [0.01, 0.00, -0.02], [0.00, 0.02, 0.00], [-0.01, 0.03, 0.02], [0.01, -0.01, 0.01], [0.03, -0.05, 0.02], [0.06, 0.04, 0.00], [0.01, -0.04, -0.10], [0.05, -0.03, 0.01], [-0.04, -0.06, 0.01], [-0.01, 0.01, 0.01], [0.05, 0.07, -0.03], [0.02, -0.02, -0.01], [0.04, -0.03, -0.04], [-0.02, -0.04, 0.01], [-0.05, 0.08, -0.01], [0.04, 0.01, 0.06], [-0.02, -0.03, -0.09], [-0.04, 0.03, 0.04], [-0.03, -0.05, -0.07], [-0.07, 0.01, -0.07], [0.19, 0.04, 0.22], [-0.04, 0.01, -0.02], [0.05, -0.01, -0.04], [0.10, -0.04, 0.06], [-0.07, -0.02, 0.02], [0.01, 0.00, 0.00], [-0.02, -0.09, -0.08], [0.00, 0.05, 0.11], [0.12, 0.32, -0.11], [-0.01, -0.01, -0.04], [-0.04, -0.07, 0.07], [-0.03, 0.01, 0.02], [-0.02, 0.00, -0.05], [0.00, 0.04, 0.02], [-0.03, -0.07, 0.07], [-0.03, -0.01, -0.04], [0.05, -0.01, -0.01], [0.00, 0.05, 0.02], [-0.02, 0.03, -0.01], [-0.02, 0.04, 0.01], [0.00, -0.02, 0.03], [-0.04, 0.03, 0.01], [0.01, 0.01, 0.03], [0.02, -0.02, 0.00], [0.06, 0.03, -0.02], [0.18, 0.00, -0.75], [-0.01, -0.04, -0.01], [-0.05, 0.00, 0.00], [0.05, 0.00, 0.09], [-0.03, 0.00, 0.00], [0.01, 0.02, -0.05], [-0.06, -0.04, 0.00], [0.05, 0.02, 0.07], [0.03, 0.02, 0.03], [-0.02, -0.01, -0.01], [0.03, 0.01, 0.00], [0.02, -0.01, 0.00], [0.04, 0.01, -0.03], [-0.09, 0.00, 0.02], [-0.01, 0.00, -0.07], [-0.02, -0.01, 0.02], [-0.02, -0.01, -0.02], [-0.01, 0.00, -0.03], [0.07, 0.01, -0.04], [-0.03, 0.04, 0.02], [0.02, 0.03, 0.00], [0.02, 0.00, -0.01], [0.01, -0.02, -0.01], [-0.03, -0.03, -0.01]], "de_lowest_kj_mol": 4.4, "e_lumo_ha": [0.12448, 0.12448], "total_charge": -2, "homo_ev": [-1.138, -0.988], "multiplicity": 2, "s_squared": 0.774, "homo_lumo_gap_ev": [4.5, 4.4], "energy_ha": -4668.3248}